10
Properties=species:S:1:pos:R:3:nbo_charge:R:1 method="wB97M-V/def2-TZVPD" homo_lumo_gap_ev=10.495 smiles="O=[N+]([O-])N1C[C@@H]1Br" relative_energy_ev=1.201 largest_force_ha_per_bohr=0.0737
O -1.825 0.567 -0.649 -0.39
N -0.958 1.252 -0.173 0.64
O -0.772 2.422 -0.302 -0.31
N 0.036 0.477 0.529 -0.31
C -0.002 -0.898 0.697 -0.26
C 0.756 -0.352 -0.467 -0.18
Br 2.624 -0.365 -0.305 0.08
H -0.846 -1.573 0.587 0.24
H 0.643 -1.193 1.601 0.23
H 0.344 -0.338 -1.518 0.26

109
Properties=species:S:1:pos:R:3:lowdin_charge:R:1 method="wB97M-V/def2-TZVPD" homo_lumo_gap_ev=3.190 charge=-1 relative_energy_ev=0.328 largest_force_ha_per_bohr=0.0193
Pb 1.632 -1.369 -1.438 0.98
I 1.253 -3.069 -4.009 1.01
C 0.064 -4.484 -2.991 -0.58
C -0.395 -5.526 -3.744 -0.18
C -1.172 -6.539 -3.145 -0.10
C -1.447 -6.475 -1.812 -0.06
C -0.978 -5.398 -1.018 -0.18
C -1.268 -5.368 0.366 -0.07
C -0.812 -4.342 1.139 -0.09
C -0.061 -3.298 0.557 -0.13
C 0.258 -3.251 -0.780 -0.24
C -0.201 -4.341 -1.596 -0.23
H -0.160 -5.576 -4.799 0.08
H -1.532 -7.362 -3.751 0.09
H -2.032 -7.254 -1.332 0.10
H -1.842 -6.183 0.796 0.10
H -1.014 -4.332 2.206 0.09
H 0.298 -2.511 1.212 0.07
O -2.257 -1.045 -4.571 0.03
C -2.521 0.244 -4.817 -0.28
C -3.569 0.540 -5.697 -0.04
C -3.904 1.852 -5.977 -0.12
C -3.197 2.895 -5.383 -0.13
C -2.154 2.606 -4.518 -0.05
C -1.792 1.293 -4.218 -0.07
C -0.641 0.991 -3.286 -0.45
O -0.371 -0.245 -3.058 -0.21
N -0.084 2.062 -2.772 0.01
N 0.964 1.785 -1.951 -0.10
C 1.472 2.754 -1.337 -0.92
S 2.772 2.545 -0.170 0.90
C 3.419 4.207 -0.465 -0.54
C 2.238 5.163 -0.486 -0.57
S 0.926 4.464 -1.540 0.83
H -1.461 -1.019 -3.951 0.05
H -4.099 -0.291 -6.149 0.11
H -4.716 2.062 -6.664 0.09
H -3.456 3.924 -5.605 0.08
H -1.582 3.399 -4.054 0.10
H 3.951 4.213 -1.416 0.08
H 4.114 4.434 0.343 0.07
H 2.513 6.129 -0.912 0.06
H 1.843 5.306 0.518 0.06
Se 3.908 -3.175 -0.826 0.20
P 5.732 -2.027 -1.167 0.07
Se 6.184 -1.332 -3.133 0.14
C 7.020 -3.211 -0.562 -0.40
C 7.050 -3.594 0.779 -0.10
C 7.933 -4.575 1.204 -0.10
C 8.790 -5.187 0.295 -0.12
C 8.768 -4.805 -1.037 -0.10
C 7.884 -3.817 -1.465 -0.12
C 5.955 -0.657 0.034 -0.39
C 6.942 0.299 -0.194 -0.12
C 7.238 1.234 0.791 -0.10
C 6.541 1.229 1.996 -0.11
C 5.534 0.298 2.210 -0.08
C 5.248 -0.653 1.234 -0.11
H 6.371 -3.134 1.485 0.10
H 7.945 -4.874 2.245 0.09
H 9.472 -5.963 0.628 0.09
H 9.433 -5.281 -1.749 0.09
H 7.851 -3.507 -2.503 0.04
H 7.461 0.319 -1.144 0.06
H 8.015 1.972 0.617 0.09
H 6.782 1.958 2.764 0.09
H 4.948 0.295 3.123 0.10
H 4.435 -1.352 1.379 0.06
C -1.486 3.208 4.837 -0.07
C -1.789 1.714 4.772 -0.21
N -1.470 1.139 3.476 -0.05
C -0.223 0.574 3.296 0.03
C 0.269 0.099 2.138 -0.02
C 1.683 -0.518 2.168 -0.63
O 2.196 -0.599 3.301 -0.02
O 2.167 -0.855 1.058 -0.18
C -0.559 0.169 0.952 -0.30
O -0.247 -0.090 -0.192 -0.06
C -1.952 0.628 1.196 -0.02
C -2.845 0.548 0.140 0.11
C -4.126 1.006 0.286 -0.19
F -4.993 0.844 -0.743 0.06
C -4.537 1.636 1.460 -0.15
C -3.639 1.718 2.516 0.04
C -2.357 1.163 2.423 -0.13
N -5.819 2.264 1.623 -0.12
C -6.629 1.867 2.770 -0.12
C -7.340 3.140 3.290 -0.08
N -7.323 4.116 2.154 0.04
C -7.812 3.442 0.907 -0.07
C -6.685 2.475 0.461 -0.13
H -1.709 3.602 5.831 0.07
H -2.071 3.760 4.097 0.07
H -0.430 3.379 4.623 0.08
H -2.837 1.521 5.006 0.10
H -1.194 1.188 5.515 0.12
H 0.407 0.506 4.176 0.14
H -2.501 0.114 -0.796 0.15
H -3.935 2.261 3.406 0.10
H -6.003 1.444 3.546 0.12
H -7.367 1.105 2.489 0.13
H -6.806 3.594 4.122 0.13
H -8.370 2.951 3.581 0.13
H -6.322 4.279 1.982 0.18
H -7.809 4.981 2.365 0.18
H -8.023 4.189 0.147 0.13
H -8.732 2.916 1.150 0.13
H -6.098 2.921 -0.336 0.14
H -7.125 1.553 0.079 0.13

11
Properties=species:S:1:pos:R:3:nbo_charge:R:1 method="wB97M-V/def2-TZVPD" homo_lumo_gap_ev=6.589 smiles="O=C1C(S)=C([O-])[C@@H]1O" charge=-1 relative_energy_ev=2.708 largest_force_ha_per_bohr=0.1078
O -0.005 1.651 -1.160 -0.75
C 0.153 0.623 -0.462 0.39
C 1.200 -0.235 -0.198 -0.57
S 2.892 -0.589 -0.396 -0.01
C -0.172 -1.489 -0.169 0.62
O -0.209 -2.638 -0.417 -0.58
C -1.080 -0.325 -0.016 -0.09
O -2.113 -0.330 -0.947 -0.74
H 3.284 0.078 -1.414 0.08
H -1.618 -0.237 0.956 0.17
H -1.835 0.372 -1.702 0.49

87
Properties=species:S:1:pos:R:3:lowdin_charge:R:1 method="wB97M-V/def2-TZVPD" homo_lumo_gap_ev=8.510 relative_energy_ev=0.000 largest_force_ha_per_bohr=0.0377
Ti 0.886 -0.291 0.656 1.16
O -0.234 0.102 1.955 -0.20
C -0.956 1.166 2.577 -0.35
C -0.490 2.444 1.820 -0.05
C -0.593 2.423 0.341 -0.22
C -1.289 3.478 -0.273 0.00
C -1.521 3.424 -1.622 -0.02
C -1.123 2.306 -2.348 0.00
C -0.383 1.370 -1.710 -0.22
C 0.126 0.227 -2.525 -0.04
C -0.438 -1.134 -1.960 -0.43
O -0.246 -1.058 -0.594 -0.22
C -1.939 -1.211 -2.224 -0.14
C -2.874 -1.103 -1.191 0.00
C -4.225 -0.936 -1.484 -0.07
C -4.676 -0.947 -2.801 -0.10
C -3.814 -1.307 -3.793 -0.08
C -2.429 -1.454 -3.529 0.00
C 0.319 -2.284 -2.553 -0.16
C 0.078 -3.518 -1.968 0.00
C 0.893 -4.612 -2.271 -0.05
C 1.933 -4.460 -3.172 -0.08
C 2.168 -3.247 -3.753 -0.08
C 1.385 -2.150 -3.434 -0.03
N -0.058 1.457 -0.387 0.12
C -2.482 0.879 2.376 -0.14
C -2.932 -0.415 2.689 -0.03
C -4.246 -0.776 2.538 -0.07
C -5.192 0.172 2.133 -0.09
C -4.767 1.438 1.824 -0.08
C -3.429 1.805 1.917 -0.01
C -0.619 1.417 4.050 -0.15
C -1.622 1.843 4.914 -0.03
C -1.335 2.283 6.181 -0.06
C -0.014 2.246 6.652 -0.08
C 0.986 1.791 5.830 -0.06
C 0.687 1.391 4.512 -0.01
H -1.079 3.255 2.211 0.12
H 0.532 2.605 2.115 0.11
H -1.552 4.297 0.350 0.11
H -2.066 4.224 -2.138 0.12
H -1.438 2.107 -3.373 0.13
H -0.210 0.359 -3.525 0.12
H 1.183 0.220 -2.460 0.06
H -2.528 -0.952 -0.163 0.11
H -4.929 -0.795 -0.673 0.09
H -5.736 -0.733 -2.921 0.11
H -4.171 -1.436 -4.804 0.10
H -1.729 -1.769 -4.269 0.11
H -0.787 -3.642 -1.308 0.14
H 0.640 -5.622 -1.925 0.12
H 2.541 -5.320 -3.427 0.12
H 2.932 -3.144 -4.459 0.10
H 1.543 -1.240 -4.012 0.12
H -2.249 -1.190 2.984 0.12
H -4.579 -1.738 2.833 0.10
H -6.245 -0.092 2.029 0.11
H -5.501 2.122 1.492 0.09
H -3.100 2.822 1.763 0.10
H -2.665 1.715 4.626 0.12
H -2.107 2.623 6.792 0.09
H 0.281 2.560 7.635 0.10
H 2.029 1.755 6.145 0.11
H 1.479 1.088 3.830 0.10
C 3.406 1.325 -2.232 0.01
C 3.479 -0.010 -1.648 -0.31
N 2.672 -0.583 -0.766 0.11
C 3.102 -1.866 -0.661 -0.14
C 4.191 -2.118 -1.425 -0.08
N 4.384 -0.938 -2.101 0.20
C 5.053 -3.286 -1.666 -0.50
O 4.694 -4.423 -1.124 0.12
O 5.992 -3.146 -2.426 0.10
C 2.442 -2.743 0.348 -0.48
O 2.695 -3.940 0.436 0.10
O 1.647 -2.041 1.086 -0.08
H 2.632 1.909 -1.753 0.08
H 3.283 1.216 -3.301 0.10
H 4.319 1.864 -2.027 0.09
H 5.257 -0.683 -2.594 0.20
H 3.845 -4.346 -0.506 0.10
B 3.784 3.309 1.260 -0.38
C 2.953 2.001 1.404 -0.18
N 2.337 1.018 1.368 0.07
H 4.759 3.039 1.875 0.01
H 3.077 4.202 1.682 0.02
H 3.975 3.401 0.051 0.01

48
Properties=species:S:1:pos:R:3:nbo_charge:R:1 method="wB97M-V/def2-TZVPD" homo_lumo_gap_ev=8.517 smiles=CCOc1cc(CNc2ccccc2)cc(Br)c1OCc1ccccc1F relative_energy_ev=0.126 largest_force_ha_per_bohr=0.0103
C -0.232 2.136 -3.307 -0.64
C 1.011 1.314 -2.982 -0.06
O 1.379 1.377 -1.619 -0.50
C 0.770 0.571 -0.714 0.36
C -0.297 -0.281 -0.974 -0.33
C -0.848 -1.074 0.024 -0.01
C -1.969 -2.036 -0.295 -0.23
N -1.496 -3.404 -0.370 -0.61
C -1.222 -4.162 0.758 0.27
C -1.976 -4.072 1.929 -0.32
C -1.709 -4.902 3.001 -0.17
C -0.696 -5.842 2.934 -0.26
C 0.050 -5.950 1.772 -0.18
C -0.206 -5.120 0.700 -0.29
C -0.312 -1.044 1.302 -0.27
C 0.760 -0.210 1.559 -0.07
Br 1.536 -0.198 3.290 0.07
C 1.312 0.609 0.585 0.17
O 2.398 1.402 0.859 -0.50
C 2.087 2.672 1.426 -0.08
C 1.349 3.564 0.463 -0.15
C 2.024 4.390 -0.425 -0.16
C 1.335 5.192 -1.317 -0.24
C -0.050 5.179 -1.339 -0.20
C -0.748 4.356 -0.473 -0.31
C -0.040 3.561 0.407 0.47
F -0.736 2.762 1.250 -0.34
H -0.458 2.050 -4.366 0.21
H -0.055 3.181 -3.065 0.22
H -1.091 1.795 -2.733 0.21
H 1.873 1.729 -3.512 0.20
H 0.884 0.270 -3.295 0.17
H -0.725 -0.331 -1.963 0.21
H -2.414 -1.785 -1.263 0.20
H -2.749 -1.971 0.464 0.21
H -0.797 -3.526 -1.092 0.37
H -2.782 -3.358 2.006 0.21
H -2.302 -4.811 3.899 0.21
H -0.490 -6.484 3.777 0.21
H 0.843 -6.680 1.703 0.21
H 0.383 -5.207 -0.203 0.20
H -0.712 -1.667 2.085 0.24
H 1.498 2.546 2.344 0.20
H 3.058 3.102 1.679 0.20
H 3.103 4.397 -0.410 0.22
H 1.879 5.830 -1.997 0.22
H -0.590 5.809 -2.030 0.22
H -1.826 4.321 -0.471 0.23

16
Properties=species:S:1:pos:R:3:nbo_charge:R:1 method="wB97M-V/def2-TZVPD" homo_lumo_gap_ev="8.638 / 8.637" relative_energy_ev=3.669 largest_force_ha_per_bohr=0.0761
C -0.819 0.277 -1.362 -0.70
C 0.909 -1.565 -0.902 -0.70
C 0.218 -0.297 -0.439 -0.30
N -0.258 1.669 2.025 -1.29
Si -0.108 0.001 1.463 1.32
H -1.076 1.382 -1.328 0.23
H -0.603 -0.036 -2.367 0.21
H -1.633 -0.279 -0.928 0.21
H 1.654 -1.760 -0.106 0.22
H 1.293 -1.447 -1.936 0.22
H 0.320 -2.417 -0.904 0.22
H 1.468 1.275 -0.687 -0.07
H 0.459 2.214 2.464 0.41
H -1.064 2.121 1.533 0.41
H -1.656 -0.271 1.429 -0.21
H 0.897 -0.866 2.043 -0.18

16
Properties=species:S:1:pos:R:3:nbo_charge:R:1 method="wB97M-V/def2-TZVPD" homo_lumo_gap_ev=10.343 smiles="CC(=O)[C@@H]1CN1C" relative_energy_ev=1.980 largest_force_ha_per_bohr=0.0082
C 2.021 -0.734 -0.760 -0.73
C 1.607 0.477 0.043 0.59
O 2.388 1.349 0.362 -0.53
C 0.176 0.556 0.499 -0.19
C -0.558 -0.665 0.946 -0.24
N -0.868 -0.047 -0.316 -0.39
C -2.164 0.612 -0.380 -0.41
H 1.336 -0.899 -1.598 0.25
H 3.049 -0.610 -1.108 0.24
H 1.971 -1.629 -0.128 0.23
H -0.059 1.484 1.019 0.21
H -1.250 -0.536 1.780 0.20
H -0.122 -1.656 0.860 0.20
H -2.923 -0.165 -0.541 0.21
H -2.187 1.303 -1.228 0.21
H -2.415 1.157 0.547 0.17

19
Properties=species:S:1:pos:R:3:nbo_charge:R:1 method="wB97M-V/def2-TZVPD" homo_lumo_gap_ev=12.047 smiles=CCC.CC relative_energy_ev=1.273 largest_force_ha_per_bohr=0.0885
C -0.514 -2.627 0.707 -0.61
C -1.242 -1.911 -0.490 -0.39
C -0.236 -1.284 -1.451 -0.60
H -0.032 -3.489 0.213 0.20
H -1.264 -2.837 1.472 0.21
H 0.277 -2.239 1.224 0.21
H -2.014 -2.445 -1.110 0.21
H -1.729 -1.060 -0.031 0.19
H 0.511 -0.749 -0.831 0.20
H 0.399 -2.103 -1.882 0.19
H -0.601 -0.677 -2.253 0.21
C 1.464 2.464 0.326 -0.62
C 0.111 2.916 0.704 -0.61
H 1.996 2.280 1.227 0.20
H 1.579 1.519 -0.056 0.20
H 2.031 3.156 -0.251 0.21
H 0.326 3.508 1.609 0.21
H -0.667 2.056 0.941 0.20
H -0.396 3.523 -0.069 0.21

20
Properties=species:S:1:pos:R:3:nbo_charge:R:1 method="wB97M-V/def2-TZVPD" homo_lumo_gap_ev="6.826 / 6.821" relative_energy_ev=5.118 largest_force_ha_per_bohr=0.0728
C 0.556 0.013 2.706 -0.22
C -0.332 0.876 2.679 0.16
C 1.107 0.284 -0.744 -0.44
C 1.690 -0.621 2.324 -0.12
C 0.276 -0.476 -1.490 0.03
C -1.160 2.029 2.413 -0.71
C -1.167 -0.161 -1.626 -0.67
C 0.760 -1.682 -2.203 -0.65
Br 1.969 -2.436 2.171 0.14
H 0.695 1.146 -0.215 0.20
H 2.160 -0.031 -0.837 0.21
H -1.954 2.285 3.090 0.25
H -1.716 1.693 1.510 0.26
H -0.727 3.001 2.129 0.23
H -1.881 -0.240 -2.442 0.24
H -1.390 0.888 -1.235 0.20
H -1.654 -0.752 -0.850 0.22
H 1.039 -1.276 -3.166 0.22
H 0.099 -2.441 -2.385 0.21
H 1.633 -2.097 -1.829 0.22

40
Properties=species:S:1:pos:R:3:nbo_charge:R:1 method="wB97M-V/def2-TZVPD" homo_lumo_gap_ev=9.363 charge=+1 relative_energy_ev=0.962 largest_force_ha_per_bohr=0.0340
C 0.768 -1.925 2.810 -0.20
C -0.607 -1.966 2.109 -0.42
C -0.485 -2.277 0.644 -0.44
C -1.856 -2.274 -0.004 -0.21
N -1.777 -2.339 -1.484 -0.83
N 1.701 -0.915 2.170 -0.72
H 0.681 -1.652 3.863 0.22
H 1.321 -2.854 2.676 0.21
H -1.047 -0.962 2.262 0.22
H -1.287 -2.607 2.682 0.24
H 0.249 -1.648 0.110 0.21
H -0.107 -3.300 0.436 0.22
H -2.549 -1.500 0.365 0.15
H -2.330 -3.215 0.269 0.19
H -1.168 -1.566 -1.763 0.36
H -2.643 -2.091 -1.955 0.36
H 1.404 0.098 2.230 0.47
H 1.915 -1.081 1.185 0.46
H 2.597 -1.041 2.639 0.42
H -0.060 -1.197 -3.842 0.51
H 0.045 0.275 -2.959 0.51
O 0.313 -0.653 -3.122 -1.02
H 0.139 1.675 3.542 0.50
H 0.217 1.940 1.983 0.52
O 0.271 1.256 2.684 -1.00
H 0.379 2.476 -3.455 0.52
H -1.210 2.467 -3.524 0.51
O -0.436 2.031 -3.164 -1.00
H 1.390 2.950 -0.492 0.49
H 0.674 1.986 -1.358 0.48
O 1.588 2.197 -1.072 -0.97
H 2.070 -0.693 -1.736 0.51
H 2.644 0.454 -0.852 0.50
O 2.280 -0.447 -0.835 -1.01
H -2.619 1.181 -0.183 0.49
H -1.697 1.265 -1.348 0.49
O -1.843 1.659 -0.488 -0.97
H -0.747 2.873 0.399 0.51
H -0.606 4.209 1.138 0.50
O -0.177 3.348 1.040 -1.00

15
Properties=species:S:1:pos:R:3:nbo_charge:R:1 method="wB97M-V/def2-TZVPD" homo_lumo_gap_ev=9.153 smiles="OB(O)[C@@H]1CC=CO1" relative_energy_ev=0.232 largest_force_ha_per_bohr=0.0579
O 1.686 -2.016 -0.209 -0.90
B 1.586 -0.773 -0.731 1.10
O 2.703 -0.239 -1.372 -0.89
C 0.169 0.100 -0.643 -0.19
C -0.100 0.706 0.759 -0.46
C -1.566 0.379 1.018 -0.34
C -1.999 -0.464 0.122 0.15
O -1.095 -0.970 -0.730 -0.54
H 0.969 -2.502 0.103 0.51
H 3.403 -0.906 -1.450 0.50
H 0.043 0.973 -1.354 0.21
H 0.331 1.753 0.753 0.23
H 0.491 0.152 1.450 0.20
H -2.242 1.072 1.513 0.22
H -3.082 -0.779 0.053 0.20

8
Properties=species:S:1:pos:R:3:mulliken_spin:R:1 method="wB97M-V/def2-TZVPD" multiplicity=3 homo_lumo_gap_ev="7.541 / 7.541" s_squared=2.01 relative_energy_ev=5.028 largest_force_ha_per_bohr=0.0836
C 0.759 -0.357 0.042 0.80
C 0.003 0.938 -0.326 -0.06
N -0.353 -1.054 0.026 0.33
O 0.057 1.355 0.862 0.68
O -1.192 -0.116 -0.520 0.17
H 1.564 -0.454 0.649 0.03
H 0.007 1.380 -1.375 0.02
H -0.845 -1.692 0.639 0.03